{"formula": "C25H16N6O9Ru", "method": "ωB97M-V/def2-TZVPD", "symbols": ["Ru", "N", "C", "C", "C", "C", "C", "C", "C", "C", "N", "C", "H", "H", "H", "H", "H", "H", "H", "H", "O", "C", "O", "C", "C", "C", "C", "C", "C", "C", "C", "C", "N", "H", "H", "H", "H", "H", "H", "O", "N", "O", "C", "C", "C", "C", "O", "C", "C", "N", "O", "O", "N", "O", "O", "H", "H"], "xyz": [[0.93014, 1.18199, 0.17516], [2.35132, 2.73612, 0.41898], [1.64354, 4.00595, 0.50188], [2.17263, 5.22060, 0.19127], [1.39531, 6.38429, 0.40728], [0.14212, 6.30744, 0.94581], [-0.42887, 5.04794, 1.25896], [-1.72025, 4.86280, 1.80747], [-2.18415, 3.59799, 2.04405], [-1.38600, 2.49360, 1.69583], [-0.17955, 2.63924, 1.18680], [0.32552, 3.89743, 0.99546], [3.08423, 2.71495, -0.28732], [2.82158, 2.55064, 1.30767], [3.18015, 5.31054, -0.19369], [1.81990, 7.34652, 0.15909], [-0.43122, 7.20547, 1.13268], [-2.33060, 5.72721, 2.03565], [-3.16083, 3.42371, 2.47055], [-1.74337, 1.47708, 1.81471], [3.39820, 0.06129, 1.02541], [2.80903, -0.58012, 0.17190], [2.18098, -0.03690, -0.83869], [2.64065, -2.06912, 0.36714], [3.64978, -2.98365, 0.08166], [3.42652, -4.32198, 0.33084], [2.18145, -4.69861, 0.87782], [1.83659, -6.02750, 1.16851], [0.57300, -6.35374, 1.71358], [-0.35358, -5.36437, 1.97643], [-0.03673, -4.03396, 1.70922], [1.23588, -3.67960, 1.14172], [1.45264, -2.38799, 0.88889], [4.59142, -2.64246, -0.32625], [4.18349, -5.06534, 0.11800], [2.54527, -6.82344, 0.97328], [0.35143, -7.39160, 1.92104], [-1.32240, -5.60649, 2.39083], [-0.73672, -3.23516, 1.92326], [-4.88420, -2.21896, -3.87660], [-4.06480, -1.37493, -4.15851], [-3.90676, -0.84396, -5.23342], [-3.14410, -0.96139, -3.07508], [-2.19806, 0.00685, -3.33968], [-1.34432, 0.38862, -2.31794], [-1.40574, -0.17783, -1.02651], [-0.55901, 0.05915, -0.05441], [-2.38920, -1.16692, -0.83964], [-3.24333, -1.57751, -1.84211], [-2.44640, -1.87902, 0.44397], [-2.69049, -3.06767, 0.39820], [-2.24295, -1.24561, 1.46095], [-0.35062, 1.40777, -2.66479], [-0.05612, 1.55358, -3.81178], [0.11396, 2.11883, -1.75044], [-2.12783, 0.44954, -4.32299], [-3.96854, -2.36132, -1.67212]], "atomic_forces_ev_per_a": [[0.3, 0.5, -0.2], [0.1, -0.1, 0.2], [-0.2, 0.0, 0.0], [-0.1, 0.0, 0.1], [0.0, 0.0, 0.0], [0.0, 0.0, 0.0], [0.0, 0.0, 0.0], [0.0, 0.0, 0.0], [0.1, -0.1, 0.0], [-0.1, 0.1, 0.1], [0.0, 0.0, -0.2], [0.2, 0.1, 0.0], [-0.1, 0.1, -0.1], [0.1, -0.1, -0.1], [0.0, 0.0, 0.0], [0.0, 0.0, 0.0], [0.0, 0.0, 0.0], [0.0, 0.0, 0.0], [0.0, 0.0, 0.0], [0.0, 0.0, 0.0], [0.0, -0.1, 0.0], [0.2, 0.1, 0.1], [-0.2, -0.2, 0.3], [0.0, 0.1, -0.2], [0.2, -0.1, -0.1], [-0.3, 0.1, 0.1], [0.2, 0.2, -0.1], [0.0, 0.0, 0.0], [-0.1, 0.1, 0.0], [0.0, -0.2, 0.0], [0.1, 0.1, 0.0], [-0.2, 0.0, 0.1], [0.1, -0.2, -0.1], [0.0, 0.0, 0.0], [0.0, 0.0, 0.0], [0.0, 0.0, 0.0], [-0.1, 0.0, 0.0], [0.0, 0.0, 0.0], [0.0, 0.0, 0.0], [0.0, 0.1, 0.0], [0.1, -0.1, 0.0], [-0.1, 0.0, 0.1], [0.0, 0.1, -0.1], [-0.1, -0.2, 0.2], [0.0, 0.1, 0.0], [0.1, -0.2, -0.1], [-0.4, -0.1, 0.1], [0.0, -0.1, -0.2], [0.1, 0.1, 0.1], [-0.1, 0.2, 0.0], [0.1, 0.0, 0.0], [0.0, -0.1, -0.1], [-0.1, -0.1, 0.0], [0.0, 0.1, 0.1], [0.0, 0.0, 0.0], [0.0, 0.0, 0.0], [0.0, 0.0, 0.0]], "homo_energy_ev": [-14.6407, -14.6215], "spin_multiplicity": 5, "orbital_gap_ev": [7.770, 4.896], "max_force_ev_per_a": 0.635, "charge": 2}

=====

{"formula": "C8H17FN", "method": "ωB97M-V/def2-TZVPD", "symbols": ["C", "C", "C", "C", "C", "C", "C", "C", "N", "F", "H", "H", "H", "H", "H", "H", "H", "H", "H", "H", "H", "H", "H", "H", "H", "H", "H"], "xyz": [[0.32802, 0.65954, 0.53196], [0.13760, -1.76314, 0.40583], [0.65871, 1.02976, 1.95286], [1.45906, -3.85324, -0.27353], [0.09414, 1.72992, -2.04710], [-2.14582, 1.26123, 0.98878], [0.99564, -2.32737, -0.48523], [-0.80747, 2.28081, -0.92962], [-1.00821, 1.09648, 0.00324], [-0.02669, -2.50259, 1.47834], [0.11928, 1.20444, 2.85284], [1.46205, 0.49445, 2.28130], [0.91546, 2.11951, 1.76020], [2.17012, -4.13703, -1.14462], [2.01924, -3.80510, 0.66505], [0.56800, -4.56762, -0.25299], [-0.39068, 1.90361, -3.04040], [1.13343, 2.18986, -1.93841], [0.29760, 0.68159, -1.88260], [-2.11668, 0.46206, 1.82216], [-1.92421, 2.32758, 1.26616], [-3.03749, 1.24782, 0.36364], [0.67416, -2.10502, -1.49663], [1.78316, -1.54863, -0.33870], [-1.69234, 2.43597, -1.42404], [-0.46242, 3.19718, -0.51076], [-1.20364, 0.28793, -0.60774]], "atomic_forces_ev_per_a": [[0.5, -0.6, 0.8], [-2.5, 2.3, 2.8], [-1.5, 2.3, -1.9], [0.1, 1.0, -1.5], [1.6, 1.4, -0.4], [1.1, 0.7, 0.0], [2.2, -3.0, -2.2], [1.7, -2.4, -0.9], [-0.1, -0.9, 1.1], [-0.1, 0.3, 0.0], [-2.0, -0.5, 0.5], [2.7, -1.1, 0.3], [0.6, -0.9, -0.2], [-1.3, 0.4, 1.6], [-0.2, -0.7, -0.2], [1.3, 1.1, 0.1], [0.8, -0.1, 0.8], [-1.4, -0.5, -0.7], [-0.2, -0.3, -0.2], [0.0, 1.6, -1.5], [-0.9, -1.2, 0.8], [-0.3, -0.1, 0.5], [-0.1, 0.2, -0.4], [0.3, -0.3, -0.1], [-2.6, 0.6, -0.4], [0.3, 0.3, 1.0], [-0.1, 0.5, 0.2]], "homo_energy_ev": [-12.2445, -12.2442], "orbital_gap_ev": [7.945, 7.944], "max_force_ev_per_a": 4.377, "charge": 1}

=====

{"formula": "C5H5Cl3N2OS", "method": "ωB97M-V/def2-TZVPD", "symbols": ["C", "C", "C", "C", "C", "N", "N", "O", "S", "Cl", "Cl", "Cl", "H", "H", "H", "H", "H"], "xyz": [[0.47391, 1.99170, 0.53468], [-0.34588, 0.81087, 0.69440], [1.50787, 1.88575, -0.33822], [2.59279, -0.13404, -1.07735], [-2.58389, -1.62167, -0.04397], [1.95325, 0.94212, -1.17365], [-0.13099, -0.39523, 0.41920], [-0.26459, -2.85648, 0.92052], [-1.06360, -1.59846, 1.09532], [-1.82515, 1.13317, 1.65763], [2.26886, 3.48267, -0.83007], [3.19024, -0.90147, 0.29988], [0.00318, 2.85019, 0.87928], [2.68667, -0.63236, -2.06412], [-2.70916, -2.69314, -0.18329], [-2.23254, -1.06801, -0.98127], [-3.52094, -1.19563, 0.19105]], "atomic_forces_ev_per_a": [[0.5, -2.8, -1.9], [-0.8, -0.4, 1.7], [0.3, 2.8, 0.0], [-0.9, 0.2, -1.6], [2.8, 0.1, -2.1], [-0.2, -0.4, 0.3], [0.7, 0.3, -1.2], [-1.3, 1.4, -0.6], [-0.3, -1.8, 1.3], [-0.1, 0.7, -0.1], [-0.4, -1.2, 0.7], [0.2, 0.0, 0.3], [0.0, 1.7, 0.4], [0.4, -0.2, 1.0], [0.1, 0.0, -0.4], [-0.5, -1.2, 0.9], [-0.6, 0.7, 1.3]], "homo_energy_ev": -8.7704, "orbital_gap_ev": 7.975, "max_force_ev_per_a": 3.458}

=====

{"formula": "C2HBr2N3", "method": "ωB97M-V/def2-TZVPD", "symbols": ["C", "C", "N", "N", "N", "Br", "Br", "H"], "xyz": [[-0.24004, -0.25975, 0.00972], [-2.45782, 0.03570, 0.11954], [-1.35497, -0.80120, 0.02292], [-2.18936, 1.29544, -0.02839], [-0.94076, 1.56300, -0.16201], [-4.30003, -0.60422, 0.01249], [-0.61364, 3.37508, 0.01358], [0.80932, -0.35398, -0.00849]], "atomic_forces_ev_per_a": [[-1.9, 2.0, -0.7], [0.0, -1.3, -1.4], [-0.4, -2.6, 1.1], [-0.4, 1.6, 0.1], [-0.9, -3.2, 0.3], [2.0, 0.5, 0.3], [0.8, 3.9, 0.2], [0.7, -0.9, 0.1]], "homo_energy_ev": [-6.2532, -10.1981], "spin_multiplicity": 3, "orbital_gap_ev": [6.291, 7.444], "max_force_ev_per_a": 3.995}

=====

For the records above, the corresponding energy above the lowest of the compared OMol25 structures with the same formula, charge and spin values read 0.275 7.810 2.426 1.242 eV.